The following is a DFT calculation (ωB97M-V/def2-TZVPD) of a structure of composition C45H48N4O2PRh in a non-equilibrium geometry.

Results
* orbital gap (spin up / spin down): 6.604 / 6.603 eV
* strongest force on any atom: 3.34 eV Å⁻¹
* multiplicity: 1
* energy: -2564.4950 Eh
* charge: +2

Geometry (Å):
Rh1 0.394 0.450 -0.599
C1 4.820 -4.581 -2.549
C2 4.287 -3.320 -1.972
C3 4.694 -2.891 -0.703
C4 4.261 -1.687 -0.160
C5 4.813 -1.100 1.009
N1 5.109 -1.731 2.146
C6 4.402 -2.905 2.625
C7 2.876 -2.729 2.508
C8 2.416 -1.348 3.000
N2 1.181 -1.441 3.744
C9 0.415 -0.449 4.188
C10 0.365 0.899 3.760
C11 -0.029 1.882 4.683
C12 -0.016 3.234 4.360
C13 -0.354 4.294 5.351
C14 0.340 3.604 3.066
C15 0.569 2.669 2.053
C16 0.812 3.184 0.735
N3 0.751 2.588 -0.401
C17 0.936 3.431 -1.566
C18 1.714 2.796 -2.713
C19 1.002 1.577 -3.317
N4 1.286 0.445 -2.475
C20 2.029 -0.507 -2.949
C21 2.866 -1.357 -2.177
C22 3.406 -2.535 -2.702
C23 3.264 -0.895 -0.862
O1 2.760 0.110 -0.309
C24 0.552 1.274 2.370
O2 0.587 0.341 1.511
H1 5.605 -4.999 -1.929
H2 4.026 -5.320 -2.648
H3 5.213 -4.405 -3.548
H4 5.445 -3.463 -0.182
H5 4.990 -0.032 0.984
H6 5.634 -1.211 2.836
H7 4.708 -3.797 2.072
H8 4.676 -3.046 3.672
H9 2.573 -2.867 1.469
H10 2.411 -3.525 3.093
H11 3.179 -0.912 3.661
H12 2.287 -0.674 2.149
H13 1.039 -2.337 4.192
H14 -0.217 -0.708 5.030
H15 -0.300 1.577 5.684
H16 -0.535 3.884 6.339
H17 0.454 5.023 5.404
H18 -1.247 4.836 5.038
H19 0.389 4.655 2.819
H20 1.035 4.256 0.742
H21 -0.059 3.695 -1.938
H22 1.442 4.360 -1.275
H23 1.832 3.548 -3.492
H24 2.708 2.499 -2.368
H25 -0.072 1.767 -3.374
H26 1.383 1.396 -4.330
H27 2.094 -0.627 -4.033
H28 3.114 -2.851 -3.693
C25 -2.724 0.033 2.343
C26 -3.849 0.567 1.513
C27 -5.102 0.791 2.070
C28 -6.147 1.286 1.307
C29 -5.951 1.552 -0.036
C30 -4.715 1.325 -0.613
C31 -3.654 0.846 0.156
P1 -2.072 0.380 -0.659
C32 -2.279 1.262 -2.251
C33 -2.326 2.652 -2.069
C34 -2.569 3.502 -3.128
C35 -2.757 2.962 -4.393
C36 -2.690 1.594 -4.583
C37 -2.434 0.717 -3.531
C38 -2.377 -0.755 -3.790
C39 -2.343 -1.410 -0.803
C40 -3.615 -1.974 -0.888
C41 -3.755 -3.348 -0.919
C42 -2.629 -4.159 -0.876
C43 -1.368 -3.598 -0.801
C44 -1.205 -2.215 -0.744
C45 0.155 -1.623 -0.589
H29 -3.005 -0.034 3.391
H30 -1.860 0.690 2.256
H31 -2.427 -0.959 1.997
H32 -5.269 0.572 3.115
H33 -7.113 1.454 1.758
H34 -6.760 1.928 -0.642
H35 -4.587 1.511 -1.668
H36 -2.210 3.051 -1.066
H37 -2.635 4.568 -2.969
H38 -2.963 3.609 -5.229
H39 -2.853 1.197 -5.575
H40 -2.280 -0.948 -4.855
H41 -3.297 -1.228 -3.448
H42 -1.544 -1.226 -3.268
H43 -4.490 -1.341 -0.930
H44 -4.740 -3.787 -0.974
H45 -2.740 -5.233 -0.893
H46 -0.499 -4.240 -0.777
H47 0.814 -2.059 -1.352
H48 0.555 -1.937 0.384